DFT (ωB97M-V with the def2-TZVPD basis set) results for a cluster of 3 separate species, C29H40BrNO10 in total.

```
81
Properties=species:S:1:pos:R:3:mulliken_charge:R:1
C 0.9871 0.3976 -1.7296 -1.081
C 1.2365 1.5836 -0.7731 -1.046
C 0.3011 1.6273 0.4521 0.359
C -0.2873 3.0193 0.7067 -3.629
C -1.6743 3.1673 1.3738 3.588
C -1.7356 4.6774 1.7454 -1.129
Br -3.4825 5.2040 2.4692 -0.042
C -1.3437 5.7015 0.6783 -0.529
C -2.1320 5.7093 -0.6291 -1.010
C -2.8609 2.7790 0.4409 0.340
C -2.6090 2.0173 -0.8719 -1.078
O -3.4035 2.6243 -1.8731 -0.433
C -3.1497 2.0927 -3.1490 -0.775
C -3.8100 1.9963 1.3211 -0.577
O -4.8493 1.5013 0.9642 -0.699
N -3.3155 1.9347 2.5783 0.080
C -1.9409 2.3776 2.7276 -0.701
C -0.9985 1.3135 3.3517 0.328
C -1.2810 1.2620 4.8700 -1.627
C -0.9402 -0.1576 2.8321 -0.839
C -2.0914 -0.7375 2.0087 -0.934
H 0.1099 -0.1810 -1.4223 0.172
H 0.7893 0.7522 -2.7438 0.419
H 1.8447 -0.2740 -1.7807 0.210
H 1.1312 2.5177 -1.3346 0.271
H 2.2752 1.5569 -0.4322 0.582
H -0.5019 0.9024 0.3147 -0.569
H 0.8558 1.3085 1.3324 1.066
H -0.3763 3.5130 -0.2653 0.522
H 0.4486 3.6125 1.2645 0.668
H -1.0657 4.8032 2.5996 0.847
H -0.2750 5.5882 0.4688 0.306
H -1.4491 6.6858 1.1436 0.486
H -3.2085 5.7021 -0.4457 0.263
H -1.8887 4.8675 -1.2815 0.134
H -1.9079 6.6253 -1.1817 0.451
H -3.4200 3.6508 0.0988 0.064
H -2.9050 0.9626 -0.7811 0.666
H -1.5634 2.0684 -1.1887 0.310
H -2.1310 2.3351 -3.4859 0.301
H -3.2731 1.0007 -3.1697 0.301
H -3.8673 2.5383 -3.8371 0.306
H -3.6866 1.2282 3.1916 0.400
H -1.9362 3.1661 3.4898 0.269
H 0.0052 1.7389 3.2338 0.208
H -1.5953 2.2286 5.2684 0.393
H -2.0517 0.5196 5.1027 0.383
H -0.3816 0.9499 5.4075 0.419
H -0.0157 -0.3006 2.2719 0.227
H -0.8321 -0.8051 3.7088 0.649
H -2.2266 -0.2472 1.0444 -0.088
H -1.8782 -1.7916 1.8131 0.390
H -3.0410 -0.7150 2.5451 0.407
O 1.7170 -2.9445 -1.9106 -0.512
C 0.6977 -3.5652 -2.1645 1.059
C 0.5017 -4.3671 -3.3481 -1.279
C -0.6746 -4.9908 -3.5151 0.295
O -0.9725 -5.7463 -4.5566 -0.587
C -1.7989 -4.8860 -2.5048 1.007
O -2.8205 -5.4900 -2.7720 -0.626
C -1.5908 -4.0987 -1.3086 -0.828
C -0.4155 -3.4761 -1.1427 0.260
O -0.1137 -2.7462 -0.0793 -0.494
H 1.3082 -4.4345 -4.0646 0.509
H -1.8881 -6.0610 -4.4125 0.379
H -2.3918 -4.0408 -0.5852 0.501
H 0.7916 -2.4035 -0.2231 0.295
O 5.8557 -4.3540 -3.1769 -0.644
C 5.8872 -4.2108 -1.9678 1.075
C 4.7933 -3.7071 -1.1661 -0.901
C 4.9700 -3.5978 0.1574 0.195
O 4.0439 -3.1519 0.9967 -0.511
C 6.2647 -3.9740 0.8432 0.903
O 6.3031 -3.8174 2.0508 -0.648
C 7.3546 -4.4857 0.0419 -1.056
C 7.1810 -4.6000 -1.2826 0.272
O 8.1017 -5.0542 -2.1167 -0.567
H 3.8659 -3.4351 -1.6507 0.706
H 4.4548 -3.1811 1.8845 0.380
H 8.2745 -4.7600 0.5382 0.432
H 7.6985 -5.0192 -3.0078 0.384
```

## Properties
2S+1 = 1
HOMO level = -9.21 eV
Electronic energy = -4510.19195 a.u.